Record 1
This record from OMol25 describes a cluster of 4 separate species, C10H30N6O4 in total at a distorted geometry. The level of theory is ωB97M-V with the def2-TZVPD basis set.

Last column: Löwdin charge in e.
Geometry (Å):
C1 0.40003 17.86368 -15.21768  -0.821
O1 -0.46756 17.19276 -14.66460  0.016
N1 1.01041 17.45754 -16.23476  0.154
N2 0.87577 19.01192 -14.84380  0.173
H1 0.94420 16.48054 -16.48211  0.111
H2 1.69572 18.05727 -16.67152  0.077
H3 0.41418 19.50266 -14.09133  0.120
H4 1.32956 19.54996 -15.56815  0.110
C2 2.35729 18.85906 -19.53400  -0.748
O2 2.19467 18.87354 -18.35389  0.052
N3 1.62124 18.36787 -20.47249  0.176
N4 3.41011 19.35147 -20.19144  0.148
H5 0.66204 18.12875 -20.26545  0.078
H6 1.95672 18.37080 -21.42514  0.057
H7 4.02969 19.99914 -19.72588  0.108
H8 3.59606 19.24895 -21.17886  0.098
C3 2.94921 16.45316 -26.15897  -0.065
C4 2.33684 17.64827 -25.40669  -0.452
C5 2.22328 17.36706 -23.90837  -0.164
O3 1.80932 18.51646 -23.13455  -0.255
C6 0.46893 18.90217 -23.36247  -0.093
N5 3.19596 18.78974 -25.73966  0.051
H9 2.87007 16.50750 -27.24474  0.084
H10 2.42292 15.55548 -25.83448  0.076
H11 3.96768 16.34687 -25.78546  0.076
H12 1.35418 17.74212 -25.86894  0.130
H13 3.14690 16.96490 -23.49208  0.134
H14 1.46497 16.59758 -23.76356  0.122
H15 0.28911 19.21966 -24.38958  0.086
H16 0.30186 19.77528 -22.73171  0.102
H17 -0.24674 18.09901 -23.18678  0.088
H18 2.86542 19.50707 -25.11015  0.062
H19 4.14036 18.48861 -25.54592  0.068
C7 -1.18158 15.95001 -20.55141  -0.069
C8 -0.65783 16.08946 -19.11164  -0.395
C9 0.68613 15.45226 -19.04153  -0.195
O4 0.50894 14.03007 -18.90038  -0.198
C10 1.66325 13.23469 -19.04026  -0.107
N6 -0.76986 17.53083 -18.73166  0.063
H20 -2.16272 16.36924 -20.77438  0.078
H21 -1.17557 14.91066 -20.87976  0.079
H22 -0.53001 16.31013 -21.34757  0.049
H23 -1.37216 15.45473 -18.58728  0.139
H24 1.15402 15.61476 -18.07056  0.105
H25 1.32525 15.79107 -19.85691  0.117
H26 1.27786 12.21526 -19.02204  0.098
H27 2.46123 13.49238 -18.34389  0.081
H28 2.20728 13.56477 -19.92524  0.078
H29 -0.49618 17.62876 -17.76440  0.043
H30 -1.73602 17.80509 -18.83847  0.078

Atomic forces in eV per Å
-3.37 -1.87 3.41
-0.51 0.21 0.80
3.15 -2.96 -5.66
0.61 4.49 2.16
-0.01 0.44 0.02
0.06 -0.67 -0.53
0.04 0.01 -0.32
-0.01 0.30 0.51
1.31 0.40 -1.65
-0.36 0.48 2.87
-4.10 -2.52 -1.54
4.44 2.44 0.28
-0.06 -0.27 0.20
-0.61 0.07 0.16
-0.01 -0.39 0.11
-0.48 0.05 0.35
-0.55 -0.43 1.33
0.89 -0.69 -1.38
-0.92 0.10 -0.15
0.77 -0.60 -1.05
-0.09 0.52 -0.35
-1.41 -0.35 0.23
0.23 0.33 0.20
-0.02 -0.26 -0.14
0.29 -0.13 -0.47
-0.22 0.59 0.30
0.20 0.40 0.06
-0.15 -0.27 0.04
0.24 0.07 -0.21
-0.22 -0.27 0.15
0.03 -0.14 0.44
0.80 0.63 0.07
0.25 0.52 0.27
0.43 -0.55 -1.13
-2.29 0.60 -1.62
0.82 -1.02 2.08
-0.78 0.20 -0.99
0.07 1.41 -0.44
0.73 -1.22 -0.47
-0.11 0.00 0.46
-0.49 -0.39 0.57
0.48 0.90 0.27
0.23 -0.01 0.77
0.48 1.16 -0.26
0.22 -0.38 -0.13
0.74 0.02 -0.07
-0.31 -0.46 1.17
-0.32 -0.75 -0.99
-0.02 0.29 0.14
-0.09 -0.02 0.11

Properties
Spin multiplicity ... 1
SMILES string ... COC[C@H](C)N.COC[C@H](C)N.NC(N)=O.NC(N)=O
HOMO-LUMO gap ... 9.6 eV
LUMO energy ... 0.5 eV
Net charge ... 0


Record 2
This record from OMol25 describes a structure of composition CClNO3S2 at a distorted geometry. The level of theory is ωB97M-V with the def2-TZVPD basis set.

Last column: Löwdin charge in e.
Geometry (Å):
C1 1.22332 0.39170 0.06159  -1.307
N1 0.39374 -0.45160 0.68037  -0.236
O1 0.89715 1.18794 -0.81227  -0.201
O2 -1.12475 -0.52389 -1.39170  -0.387
O3 -1.97991 -1.39671 0.75218  -0.535
S1 2.87650 0.16823 0.46000  0.216
S2 -0.98525 -0.38595 0.01292  0.339
Cl1 -1.86130 1.54195 0.53299  0.111

Atomic forces in eV per Å
2.97 1.07 -1.38
-1.86 -0.74 0.97
-0.70 0.85 -0.28
-0.13 0.43 -1.49
3.15 3.59 -1.94
1.52 -0.17 0.68
-4.78 -5.01 3.51
-0.16 -0.02 -0.07

Properties
Spin multiplicity ... 1
HOMO-LUMO gap ... 5.6 eV
LUMO energy ... 6.0 eV
Net charge ... -2


Record 3
This record from OMol25 describes an isolated molecule of C4H4S2 at a distorted geometry. The level of theory is ωB97M-V with the def2-TZVPD basis set.

Last column: Löwdin charge in e.
Geometry (Å):
C1 -0.27179 -0.71386 -0.99222  -0.773
C2 0.90430 -0.26623 -1.43354  -0.606
C3 -0.79917 -0.24776 0.30245  -0.174
C4 0.36467 0.76577 0.77087  -0.412
S1 0.04461 -2.00987 -2.06899  0.806
S2 1.90118 0.58339 -0.23501  0.849
H1 -1.67300 0.41529 0.46473  0.122
H2 -1.01737 -1.01736 0.96488  0.081
H3 0.08057 1.76943 0.42889  0.065
H4 0.46601 0.72119 1.79794  0.041

Atomic forces in eV per Å
0.63 1.68 -0.76
-1.10 -0.69 0.25
0.97 2.74 0.23
-1.18 0.12 -2.41
0.70 0.21 0.38
-0.53 -1.57 -0.46
-0.06 -0.54 -1.29
0.25 -1.77 1.33
-0.38 -0.27 0.63
0.70 0.10 2.10

Properties
Spin multiplicity ... 1
SMILES string ... C1CC2=C(S1)S2
HOMO-LUMO gap (alpha / beta) ... 7.0 / 7.0 eV
LUMO energy (alpha / beta) ... -0.8 / -0.8 eV
Net charge ... 0


Record 4
This record from OMol25 describes a structure of composition C21H30N5O2S2W. The level of theory is ωB97M-V with the def2-TZVPD basis set.

Last column: Löwdin charge in e.
Geometry (Å):
W1 0.13490 0.74829 -1.14525  1.485
C1 -1.96076 -0.92507 0.96770  -0.002
N1 -1.78333 -0.50508 -0.44420  -0.194
C2 -1.83901 -1.68815 -1.36441  -0.101
C3 -0.43346 -2.23568 -1.50178  -0.123
N2 0.49165 -1.21758 -2.12145  -0.274
C4 0.33751 -1.26121 -3.61845  0.007
C5 1.90083 -1.47111 -1.78732  -0.309
C6 2.40261 -2.74134 -1.55022  -0.002
C7 3.75314 -2.89368 -1.26664  -0.005
C8 4.59870 -1.78957 -1.21586  -0.012
C9 4.10270 -0.51859 -1.45623  -0.059
C10 2.75066 -0.36224 -1.75428  -0.546
S1 2.11776 1.25899 -2.12313  0.785
C11 -2.64678 0.60279 -0.81522  -0.233
C12 -3.95251 0.82696 -0.69650  0.073
C13 -4.65141 2.00887 -1.16571  -0.011
C14 -4.14639 3.21129 -1.51259  -0.006
C15 -2.77016 3.67429 -1.49132  0.007
C16 -1.68673 2.89687 -1.46662  -0.570
S2 0.04699 3.14588 -1.30548  0.785
H1 -2.93576 -1.39602 1.09777  0.118
H2 -1.90248 -0.05850 1.62302  0.096
H3 -1.18808 -1.64495 1.23292  0.097
H4 -2.25109 -1.37381 -2.31955  0.134
H5 -2.49714 -2.45297 -0.94883  0.153
H6 -0.43552 -3.13889 -2.11397  0.151
H7 -0.02854 -2.49563 -0.52261  0.119
H8 0.67800 -2.23712 -3.96278  0.127
H9 0.94794 -0.48172 -4.06628  0.099
H10 -0.70327 -1.10922 -3.88845  0.099
H11 1.77135 -3.61814 -1.61104  0.133
H12 4.14952 -3.88615 -1.09836  0.135
H13 5.65171 -1.92218 -1.00693  0.136
H14 4.75781 0.34311 -1.43705  0.130
H15 -4.55590 0.06437 -0.21399  0.148
H16 -5.72841 1.90503 -1.19518  0.132
H17 -4.86452 3.97446 -1.78633  0.135
H18 -2.61265 4.74740 -1.49297  0.144
C17 -0.58429 2.63315 2.22672  -0.001
N3 0.37464 1.64673 2.73104  -0.081
C18 1.01879 2.02924 4.00130  0.020
C19 0.74576 0.59314 2.03194  -0.382
O1 0.55915 0.63181 0.70730  -0.231
N4 1.30447 -0.49552 2.53611  -0.090
C20 2.11334 -1.40711 1.73056  0.011
C21 1.11840 -0.92367 3.93313  0.013
H19 -1.20839 2.94981 3.06135  0.120
H20 -1.22609 2.20202 1.46150  0.063
H21 -0.06148 3.50007 1.82236  0.103
H22 1.23740 3.09533 3.94446  0.117
H23 1.95411 1.49794 4.12942  0.100
H24 0.35813 1.84816 4.84738  0.115
H25 2.46447 -0.92112 0.82531  0.071
H26 1.54691 -2.30955 1.48507  0.104
H27 2.97869 -1.69665 2.32469  0.122
H28 0.25965 -0.42712 4.37036  0.100
H29 2.01177 -0.73237 4.52602  0.114
H30 0.92961 -1.99750 3.91839  0.113
O2 -1.17340 0.82530 -2.59186  -0.198
N5 -1.74154 1.47394 -1.47696  -0.285

Atomic forces in eV per Å
-0.19 0.30 0.10
0.00 0.03 0.00
-0.09 -0.03 0.10
0.06 0.01 -0.01
-0.02 -0.02 -0.01
-0.01 -0.07 -0.01
-0.01 0.01 -0.01
0.08 0.02 0.05
-0.01 0.01 -0.06
0.02 0.00 0.00
-0.01 0.00 -0.01
-0.01 -0.01 -0.01
-0.04 -0.06 0.02
0.00 -0.01 -0.05
0.05 0.03 -0.17
0.06 -0.02 0.06
0.00 0.09 -0.04
-0.06 -0.03 0.03
0.04 -0.07 -0.08
0.04 0.09 0.12
-0.03 0.06 0.00
0.00 0.00 0.00
0.01 -0.01 -0.01
0.00 0.01 0.01
0.00 0.00 0.00
0.00 0.00 0.00
0.01 0.00 0.01
-0.01 0.00 0.00
0.00 0.00 -0.01
0.00 0.00 -0.01
0.01 0.00 -0.01
0.00 0.01 0.02
0.01 0.00 0.00
0.00 0.00 0.00
0.00 0.00 0.00
0.01 0.00 0.00
-0.01 0.02 0.00
-0.01 -0.01 0.00
0.01 0.01 -0.02
-0.02 0.02 -0.02
0.01 -0.04 0.05
-0.01 0.05 0.04
0.14 0.02 0.05
0.08 -0.38 0.01
-0.12 0.20 0.03
0.04 -0.04 -0.07
-0.01 -0.02 -0.03
0.01 0.00 -0.02
0.00 0.00 0.01
-0.02 -0.02 0.01
-0.02 -0.03 0.00
0.03 -0.02 0.00
0.01 0.01 0.00
0.00 -0.01 0.01
0.03 0.04 0.01
0.01 -0.03 -0.02
-0.02 0.02 0.04
-0.03 -0.01 0.01
0.02 0.04 0.01
0.02 0.00 -0.10
-0.07 -0.15 -0.02

Properties
Spin multiplicity ... 1
HOMO-LUMO gap (alpha / beta) ... 6.6 / 6.6 eV
LUMO energy (alpha / beta) ... -10.8 / -10.8 eV
Net charge ... +3


The records above give, respectively, energy above the lowest of the compared OMol25 structures with the same formula, charge and spin values of 214.1; 253.4; 348.3; 92.2 kJ/mol.